Entry 1:
6
Properties=species:S:1:pos:R:3:forces:R:3 method="wB97M-V/def2-TZVPD" lumo_ev="3.594 / 3.595" e_homo_ev="-2.7 / -2.7" energy_ev=-17922.18944 e_above_lowest_kj_mol=201.7 total_charge=-1
N -0.784257 -2.016703 0.384869 -0.3 -1.0 -0.8
N 1.612461 -2.234398 0.500573 -2.6 -0.1 -0.6
O 2.350430 -3.095666 0.017616 0.9 0.8 1.0
O 1.880440 -1.399284 1.358350 1.7 -0.4 0.0
H -0.170107 0.163348 -0.586810 -0.9 -0.6 0.7
S -0.949492 -0.543747 0.514584 1.2 1.3 -0.3

---

Entry 2:
24
Properties=species:S:1:pos:R:3:forces:R:3 method="wB97M-V/def2-TZVPD" lumo_ev=0.939 e_homo_ev=-7.4 energy_ev=-13542.06443 e_above_lowest_kj_mol=264.1 smiles="C=CN1c2ccccc2CN1C"
H -0.131072 -2.709952 0.487818 0.6 0.2 -0.6
C 2.841820 1.289048 -0.181910 -0.2 1.7 -1.3
C 0.632156 0.457290 0.010494 -1.2 0.3 -0.5
C -1.958300 -1.373883 -0.952224 -1.3 -1.0 -1.3
N -1.258643 -0.932797 0.260688 0.9 0.9 -0.6
H -1.011594 2.402580 0.233873 -1.2 0.2 0.1
C -1.686600 1.530111 0.269011 1.0 -0.8 -0.7
C 0.010226 -1.641099 0.672443 -2.5 -0.7 1.8
H -2.471855 -2.411901 -0.722502 1.3 1.9 -0.6
H -3.629692 0.510729 0.406182 1.2 1.0 -0.3
H 1.107485 2.526626 -0.530847 -0.1 -0.2 -0.1
C 1.158769 -0.825083 0.276960 -0.5 1.4 -0.5
C -3.035082 1.464488 0.308604 0.0 -1.2 0.7
H 4.419416 -0.031898 0.082785 0.1 -0.4 0.0
H -0.034538 -1.574474 1.783198 0.1 -0.2 -0.4
H -3.674465 2.315104 0.429961 0.3 0.6 0.0
N -0.805466 0.451807 0.091215 0.4 -1.2 0.2
C 2.512723 -1.013628 0.342012 -0.1 -2.5 -0.5
H -2.845611 -0.661970 -1.094646 1.4 -1.0 0.0
C 3.342151 0.032444 0.031289 1.3 0.8 0.7
C 1.459819 1.519960 -0.328093 0.5 -0.1 1.1
H 2.888861 -2.062286 0.495598 -0.2 1.3 0.0
H -1.375431 -1.407225 -1.999826 -0.9 0.0 2.4
H 3.544932 2.146002 -0.372082 -0.8 -1.0 0.2

---

Entry 3:
21
Properties=species:S:1:pos:R:3:forces:R:3 method="wB97M-V/def2-TZVPD" lumo_ev=0.701 e_homo_ev=-8.5 energy_ev=-23941.53640 e_above_lowest_kj_mol=196.5 smiles="[H]/N=C/NSC.C=C(F)CO"
H -2.890006 0.424812 -1.752497 0.2 0.0 0.2
H -0.561020 0.513574 0.763196 1.0 0.3 0.1
H 4.565479 -0.465997 -0.082053 -0.1 0.0 0.0
N 1.020667 1.674564 0.005439 0.1 -0.1 0.4
H -2.498497 -1.387726 1.868912 0.0 0.1 -0.1
H 3.403871 0.696567 0.610837 0.0 -0.1 0.0
F -1.866341 -1.765331 -0.608609 -0.1 -0.1 0.1
H -2.636027 0.469099 1.716947 0.1 -0.3 -0.2
H 3.525953 -0.972346 1.270736 0.0 0.0 -0.1
S 2.380418 -0.891530 -0.869373 -0.2 0.1 0.2
O -0.808036 0.515639 -1.718728 -1.1 -0.2 -1.0
H 0.454127 2.468220 0.298983 0.1 -0.1 0.0
C -2.048978 0.530405 -1.046090 -0.3 0.0 -0.3
C -2.138640 -0.566938 -0.031150 -0.8 -0.2 0.1
N 0.908229 -0.651123 -0.061933 0.6 -0.2 0.2
H -2.142409 1.497666 -0.555124 0.0 0.0 0.0
C -2.442650 -0.496945 1.252520 -0.4 -0.2 0.0
C 3.576074 -0.354472 0.371869 0.1 0.1 0.0
C 0.408219 0.590143 0.263836 0.8 0.7 0.6
H -0.700427 -0.374358 -2.077473 0.1 0.1 -0.1
H 0.489986 -1.453916 0.379745 0.0 0.0 0.0

---

Entry 4:
35
Properties=species:S:1:pos:R:3:forces:R:3 method="wB97M-V/def2-TZVPD" lumo_ev="-11.986 / -12.026" e_homo_ev="-15.6 / -15.5" energy_ev=-63883.26716 e_above_lowest_kj_mol=572.5 total_charge=+2
C 1.896800 0.516621 0.454266 4.1 1.8 2.2
H 1.938101 -3.189469 -2.329647 -0.1 0.1 -0.5
H 0.274569 -2.985914 -2.973939 0.3 0.1 -0.2
O -2.717792 -0.032414 3.223756 0.2 0.1 -2.7
C 0.617315 -0.017468 -4.111744 0.0 0.2 0.6
P 1.443764 -0.888477 -2.772775 -0.2 -0.1 -0.2
O -0.510843 -1.005132 2.519445 -1.8 1.5 -3.2
H 0.535831 0.777829 2.837880 0.1 -1.1 0.6
C 1.321084 -2.659282 -3.067580 0.0 0.2 0.5
I -0.375139 2.489851 -1.540859 0.6 -0.7 0.0
H 0.123552 -0.260036 4.297684 0.8 0.1 -0.8
H 1.693997 -2.717178 -4.091958 0.0 -0.5 -0.2
H -0.469104 -0.183894 -4.064231 0.4 -0.1 -0.2
O -2.941684 1.003621 0.856153 3.1 -2.4 2.0
H -2.934737 2.857005 0.300157 -0.1 0.9 0.3
H -1.494224 1.622886 3.809507 -0.9 -0.7 0.4
Cl -2.131051 -1.487637 -1.919091 0.5 0.0 -0.1
C 3.142484 -0.345021 -2.560789 -0.6 0.0 0.6
H 0.829245 1.056527 -4.030997 0.0 -0.4 -0.2
P -2.055149 -0.181537 1.778267 -4.6 -1.4 3.0
O 2.781430 0.951417 1.031544 -2.3 -1.1 -1.7
H -3.179610 1.603342 4.431256 0.0 -0.3 -0.1
H -3.197619 2.696207 2.119203 0.1 -0.3 -0.8
H 3.568492 -0.616474 -3.529466 0.5 0.1 0.0
H 3.153841 0.735795 -2.369725 0.2 -0.3 -0.3
H 1.076751 -0.496971 -4.978363 -0.2 0.2 -0.5
C -2.654747 2.351727 1.212311 0.4 1.4 0.4
H -1.988027 0.372004 5.026420 -0.1 0.5 0.2
I 1.056168 -3.031765 0.612235 0.3 0.2 -0.4
La -0.368973 -0.423206 -0.299265 -1.9 -0.9 -1.2
H 1.410501 -0.794182 3.078768 -0.2 0.2 0.4
C -2.332657 0.963100 4.179885 1.1 0.9 0.7
H -1.545377 2.502352 1.372100 -1.1 0.1 -0.1
H 3.592402 -0.890151 -1.721003 0.1 0.1 -0.4
C 0.440404 -0.294075 3.220594 1.0 1.6 1.7

---

Entry 5:
142
Properties=species:S:1:pos:R:3:forces:R:3 method="wB97M-V/def2-TZVPD" lumo_ev="-9.375 / -8.916" e_homo_ev="-13.7 / -13.7" energy_ev=-129121.47238 e_above_lowest_kj_mol=0.0 s_squared=0.85 multiplicity=2 total_charge=+3
H 0.203254 -4.996475 0.409679 0.0 0.0 0.0
C -3.041541 -2.808915 2.466741 0.0 0.2 0.1
H -1.592657 -2.270399 -9.060327 0.0 0.0 0.0
C 3.705942 2.832590 -3.696725 0.1 -0.2 0.0
N 3.082385 -0.031213 1.475952 -0.5 0.1 -0.2
C -2.932784 -1.746834 -7.477177 0.0 -0.1 -0.1
H 3.187833 3.738812 3.742743 0.0 0.0 0.0
C 1.823935 3.399498 -2.347758 0.0 -0.1 0.1
N 0.568902 2.617242 0.871665 0.0 1.1 0.9
H 2.696002 8.086185 -0.231115 0.0 0.0 0.0
C 5.818221 -5.449695 3.168507 0.0 0.0 0.0
H -4.322994 0.976841 -2.417183 0.0 0.0 0.0
C -3.004516 -2.495452 3.964179 0.0 0.0 0.0
C -3.064932 -1.089501 -6.259518 -0.2 0.0 0.0
C 6.262401 -4.409698 2.366360 -0.1 0.1 -0.1
H -1.078801 -3.756949 2.414816 0.1 0.0 0.0
H -1.685775 1.894331 1.923066 0.0 0.0 0.0
C -6.165341 -0.055763 -2.751693 0.0 -0.1 -0.1
C -1.976216 -0.444962 -5.691380 0.0 0.0 0.1
C 3.471609 -0.054165 3.804652 -0.1 -0.1 -0.1
H -5.227870 3.168216 0.088656 0.0 0.1 0.0
H -2.106830 0.058343 -4.739925 0.0 0.0 0.0
N 2.046610 2.365427 -1.541369 0.6 0.2 -0.5
C 0.396599 -6.503755 -1.105643 0.0 0.1 0.0
H 0.391384 1.318847 -5.872707 0.0 0.0 0.0
H 4.347748 3.009757 -4.551114 0.0 0.0 0.0
H 3.740906 -4.791174 -2.013274 0.0 0.0 0.0
Te 2.650628 -3.059640 0.324897 -0.1 0.0 0.1
H -4.821376 1.776236 1.084362 0.0 0.0 0.1
H -1.064105 4.053381 -1.389119 0.0 0.0 0.0
C -1.726938 3.270281 -1.055162 0.0 0.0 0.0
C 1.265229 -0.904562 -2.529830 -0.1 0.0 0.1
C 0.257477 3.708550 1.546955 0.3 -0.4 -0.5
H -1.640563 5.470529 5.345069 0.0 0.0 0.0
C 3.965805 0.065057 6.177980 0.0 0.1 0.1
H 6.523241 -6.004457 3.775056 0.0 0.0 0.0
H -3.931564 -1.988099 0.643029 0.0 0.0 0.0
H 3.749457 2.637747 5.685142 0.0 0.0 0.0
N 2.659879 0.684163 0.374325 1.2 -0.4 0.0
C -2.625604 2.673746 3.681726 0.0 0.0 0.0
C 0.106432 0.709279 -3.260919 0.0 0.0 0.1
C 3.254737 2.654940 3.716995 0.0 -0.1 -0.3
C -2.477360 1.398058 -0.444812 0.1 -0.2 0.0
C -5.710675 1.265447 -0.795879 0.1 0.0 0.0
H -3.791050 -2.246612 -7.907666 0.0 0.0 0.0
N -3.447205 2.302231 -0.388437 -0.4 0.1 -0.2
C -1.650049 4.693189 4.593141 -0.1 0.0 0.0
H 2.518769 -5.378909 2.388785 0.0 0.0 0.0
H -2.263086 -3.098362 4.495543 0.0 0.0 0.0
H -8.861456 0.024550 -0.722751 0.0 0.0 0.0
H 2.837601 3.946666 0.900268 0.0 0.0 0.0
C -7.445757 -0.323754 -2.291717 -0.1 0.0 0.0
H 2.999055 -6.786165 -3.255285 0.0 0.0 0.0
H -3.972649 -2.709140 4.416501 0.0 0.1 0.0
C 4.052570 -1.306755 6.219290 0.0 -0.1 0.0
C 2.641975 3.673316 -3.435082 -0.1 0.1 0.0
H 4.337003 0.049314 -0.632063 0.0 0.0 -0.1
N 0.590852 0.012591 -4.275255 0.2 -0.1 -0.4
H -3.545872 -3.767912 2.329735 0.0 0.0 0.0
C -3.820008 -1.738928 1.701907 0.0 0.0 0.0
H 1.361894 -0.125261 -6.177684 0.1 0.0 0.0
C 1.180478 -7.004730 -2.135286 0.0 0.0 0.0
C -0.607912 -1.128935 -7.536472 0.0 0.0 0.0
C 0.224293 6.127965 0.993870 0.0 0.0 0.0
N -6.344250 -1.397092 -4.827895 0.3 -0.2 -0.5
H 0.296523 8.167448 0.347229 0.0 0.0 0.0
N 3.572402 2.070970 4.869192 0.0 -0.1 0.1
C -0.725770 3.693544 2.601039 -0.1 0.0 0.1
H 7.312570 -4.148279 2.348608 0.0 0.0 0.0
N -1.348631 1.971103 -0.849298 0.4 0.2 0.0
C -0.377939 -1.001258 2.816286 0.1 0.0 0.0
H -3.317842 -0.765147 1.782508 0.0 0.0 0.0
H 4.794848 1.092263 -2.991549 0.0 0.1 0.0
C 4.018839 -4.067285 1.569564 0.1 0.0 0.0
C 3.563189 -1.452001 3.870316 0.0 0.1 0.0
C 2.798612 -5.261121 -1.762683 -0.1 -0.1 0.0
H 2.433239 4.529676 -4.062355 0.0 0.0 0.0
C 3.675209 0.683349 4.963608 0.0 0.2 0.2
H 0.353646 -1.156615 -8.037184 0.0 0.0 0.0
C -5.711174 -0.638468 -4.015654 -0.1 0.2 0.4
H 0.858531 -7.881953 -2.681129 0.0 0.0 0.0
C 3.129288 1.582344 -1.759615 0.0 -0.2 0.5
C -2.609461 3.687981 4.640320 0.0 0.0 0.0
N -0.625800 -1.185416 0.675083 0.2 0.5 -0.2
C 2.926023 6.016776 0.300080 0.0 0.0 0.0
N -0.861544 -1.769106 1.819301 -0.3 -0.5 0.3
C 3.855092 -2.072610 5.060891 0.0 0.0 0.1
C -7.858491 0.213760 -1.081473 0.0 0.0 0.0
N -5.434067 -1.699586 -5.860559 -0.6 0.0 0.4
H -7.324695 1.398270 0.620007 0.0 0.0 0.0
C 4.470708 -5.789890 3.183935 -0.1 0.0 0.0
O -4.436120 -0.389279 -4.402001 0.0 0.0 0.0
C 3.422357 0.632137 -0.660471 0.1 0.6 -0.2
H -2.794558 -1.436589 4.149657 0.0 -0.1 0.0
N 3.038302 2.035919 2.588237 0.0 0.0 0.2
C -0.743882 -0.468697 -6.322722 0.0 0.0 0.0
N 0.146823 0.083630 2.299910 -0.2 -0.7 -0.4
C 0.944919 4.935081 1.133336 0.0 -0.1 -0.1
H 3.978656 5.991519 0.049360 0.0 0.0 0.0
C -1.684520 2.669250 2.674781 0.0 0.1 0.0
C 0.808760 -5.375999 -0.403661 0.0 -0.1 -0.1
H 3.418353 -2.033667 2.974678 0.0 0.0 0.0
C -6.993225 0.991277 -0.329972 0.0 0.0 0.0
C -1.703535 -1.759185 -8.113332 0.0 0.0 0.0
H 4.273118 -1.796698 7.158577 0.0 0.0 0.0
C -4.349804 -1.091930 -5.560405 0.4 0.1 -0.1
H 4.121807 0.659826 7.071035 0.0 0.0 0.0
C 2.008635 -4.753520 -0.732619 0.1 -0.1 -0.1
H -3.375425 1.893588 3.733457 0.0 0.0 0.0
C 3.959364 1.762856 -2.834673 0.2 0.1 -0.4
N 0.517411 0.170672 -2.111868 0.4 -0.2 0.4
H 0.973625 4.025502 -2.114164 0.0 0.0 0.0
H -0.521694 1.579222 -3.371769 0.0 0.0 0.0
H 3.941530 -3.150996 5.098401 0.0 0.0 0.0
C 2.381556 -6.387537 -2.460567 0.0 0.0 0.0
H -1.739386 -3.337758 0.825123 0.1 0.0 -0.1
C 2.203845 7.199275 0.149797 0.0 0.0 0.0
H 4.122498 -6.597620 3.815975 0.0 0.0 0.0
H 0.042337 5.477393 3.550596 0.0 0.0 0.0
C -4.840099 2.153181 0.061881 0.2 0.0 -0.1
N -0.025918 -0.078787 0.966987 0.1 -0.4 0.6
H 5.716076 -2.907034 0.931890 0.0 0.0 0.0
C 3.565446 -5.098563 2.387019 0.1 0.0 0.1
H -8.101627 -0.952815 -2.880491 0.0 0.0 0.0
N -2.986352 3.509542 -0.794048 0.1 -0.4 0.1
C 2.296457 4.877122 0.767306 0.0 0.0 0.0
H -0.531083 -6.995911 -0.841697 0.0 0.0 0.0
H 1.760977 -1.593696 -1.863832 0.0 0.1 0.0
H -4.819863 -1.623048 2.121747 0.0 0.0 0.0
C 0.445617 0.240353 -5.724425 -0.1 -0.1 0.1
C -5.302667 0.752545 -2.013422 0.1 0.0 0.0
H -2.612313 0.355335 -0.194751 0.0 0.1 0.0
C 0.855513 7.251274 0.484611 0.0 0.0 0.0
C -1.656868 -3.019999 1.861453 0.1 0.1 0.0
C 3.164880 0.666273 2.574611 0.1 0.0 0.1
C 5.362894 -3.712380 1.564108 0.0 -0.1 0.1
H -0.828901 6.161680 1.244991 0.0 0.0 0.0
N 1.338209 -1.023625 -3.826734 -0.3 0.2 0.0
H -0.411827 -1.255197 3.863976 0.0 0.0 -0.1
H -3.349011 3.691183 5.431620 0.0 0.0 0.0
C -0.714028 4.704619 3.576717 0.0 0.0 0.0
V 0.876063 1.362467 -0.194048 -2.4 0.3 -0.7

---

The max |F| results, record by record, are as follows: 0.05224, 0.06176, 0.02869, 0.10929, 0.04850 hartree/bohr.
The molecular weight results, record by record, are as follows: 93.1, 160.2, 166.2, 656.3, 1272.8 g/mol.